Molecular formula: C36H37Ge2N4O6W
Method: DFT, ωB97M-V with the def2-TZVPD basis set

Last column: Löwdin charge in e.
Positions of all 86 atoms, in Å:
W: -0.04 -0.23 0.76  1.53
O: 1.19 0.90 4.47  0.15
C: 1.09 0.40 3.38  -0.55
O: -0.03 0.02 2.81  -0.14
C: 2.32 0.21 2.52  -0.15
C: 3.57 0.35 3.11  0.04
C: 4.69 0.23 2.33  0.06
C: 4.55 0.04 0.94  -0.13
C: 5.67 -0.01 0.08  0.00
C: 5.51 -0.12 -1.27  -0.03
C: 4.21 -0.17 -1.81  -0.02
C: 3.11 -0.14 -1.01  -0.08
C: 3.24 -0.06 0.39  -0.18
N: 2.12 -0.04 1.22  0.02
H: 3.60 0.55 4.17  0.14
H: 5.68 0.30 2.76  0.14
H: 6.66 0.05 0.52  0.13
H: 6.38 -0.15 -1.92  0.12
H: 4.09 -0.22 -2.89  0.12
H: 2.13 -0.16 -1.45  0.02
O: 0.59 -2.29 1.54  -0.15
C: -0.05 -2.95 2.60  -0.20
C: 0.69 -3.82 3.37  0.01
C: 0.06 -4.49 4.42  -0.03
C: -1.29 -4.27 4.68  -0.03
C: -2.01 -3.39 3.90  0.03
C: -1.40 -2.72 2.84  -0.08
C: -2.20 -1.80 2.01  -0.47
O: -3.35 -1.49 2.25  0.11
O: -1.60 -1.37 0.89  -0.30
H: 1.52 -2.57 1.49  0.10
H: 1.74 -3.98 3.17  0.13
H: 0.63 -5.17 5.02  0.12
H: -1.77 -4.80 5.50  0.12
H: -3.06 -3.21 4.08  0.13
C: -1.21 -3.29 -1.25  -0.20
Ge: 0.30 -2.06 -1.34  0.74
C: 0.46 -1.56 -3.25  -0.24
C: 1.94 -3.06 -0.94  -0.20
Ge: -0.48 0.65 -1.62  1.02
C: 0.73 1.76 -2.63  -0.34
C: 0.65 1.81 -4.03  -0.12
C: 1.50 2.63 -4.74  -0.05
C: 2.42 3.43 -4.07  -0.05
C: 2.50 3.40 -2.69  -0.06
C: 1.66 2.56 -1.96  -0.12
C: -2.28 0.72 -2.29  -0.34
C: -3.27 -0.09 -1.72  -0.12
C: -4.57 -0.01 -2.18  -0.06
C: -4.90 0.89 -3.19  -0.05
C: -3.93 1.71 -3.74  -0.05
C: -2.62 1.63 -3.30  -0.10
H: -1.05 -4.05 -2.01  0.04
H: -2.16 -2.79 -1.45  0.02
H: -1.26 -3.77 -0.28  0.03
H: 0.59 -2.53 -3.74  0.05
H: 1.32 -0.95 -3.50  0.02
H: -0.44 -1.13 -3.69  0.02
H: 1.65 -4.06 -0.59  0.04
H: 2.61 -2.60 -0.21  0.00
H: 2.51 -3.18 -1.86  0.04
H: -0.07 1.19 -4.56  0.10
H: 1.44 2.66 -5.82  0.12
H: 3.07 4.08 -4.64  0.12
H: 3.22 4.02 -2.17  0.12
H: 1.75 2.53 -0.89  0.08
H: -3.02 -0.77 -0.92  0.07
H: -5.34 -0.64 -1.75  0.12
H: -5.92 0.95 -3.54  0.12
H: -4.19 2.42 -4.52  0.12
H: -1.86 2.27 -3.73  0.09
C: -3.78 4.01 2.49  0.02
N: -2.76 3.13 1.94  -0.06
C: -1.38 3.56 1.71  0.03
C: -0.81 2.28 1.20  -0.46
O: 0.36 1.95 0.87  -0.11
N: -1.71 1.33 1.13  0.09
C: -2.89 1.84 1.61  -0.31
N: -3.99 1.13 1.70  0.28
H: -3.32 4.67 3.21  0.11
H: -4.53 3.43 3.01  0.10
H: -4.26 4.60 1.70  0.11
H: -0.88 3.86 2.64  0.16
H: -1.31 4.38 0.99  0.16
H: -3.91 0.11 1.65  0.09
H: -4.84 1.53 2.07  0.13

Calculated values
Multiplicity   2
M   950.77 g/mol
Frontier orbital gap (alpha / beta)   7.6 / 7.7 eV
F_max   0.79 eV/Å
Relative energy (zero: lowest compared OMol25 entry of this formula, charge and spin)   2.39 kcal/mol
HOMO (alpha / beta)   -13.76 / -13.80 eV
Total charge   +2